Version A
{"formula": "C10H10N2O2", "method": "ωB97M-V/def2-TZVPD", "orbital_gap_ev": 9.11, "smiles": "CNCc1ccc2c(c1)C(=O)NC2=O", "lumo_energy_ev": -0.3, "homo_ev": -9.40, "multiplicity": 1, "elements": ["C", "N", "C", "C", "C", "C", "C", "C", "C", "C", "O", "N", "C", "O", "H", "H", "H", "H", "H", "H", "H", "H", "H", "H"], "positions_angstrom": [[2.85469, -1.27421, 0.45204], [3.05705, 0.08851, -0.08478], [2.07370, 0.46552, -1.10918], [0.67787, 0.55067, -0.54379], [0.31624, 1.64288, 0.25110], [-0.95692, 1.76342, 0.81405], [-1.86594, 0.75572, 0.54608], [-1.52061, -0.32262, -0.24346], [-0.25713, -0.45517, -0.80016], [-2.70398, -1.22141, -0.36303], [-2.78409, -2.29023, -0.89391], [-3.72478, -0.56264, 0.31840], [-3.27504, 0.57729, 0.99077], [-3.91801, 1.22053, 1.76514], [3.80205, -1.79878, 0.51356], [2.41948, -1.21479, 1.44269], [2.21310, -1.87389, -0.19452], [3.95889, 0.09113, -0.54440], [2.35105, 1.45372, -1.46595], [2.05935, -0.24827, -1.93946], [1.04596, 2.41597, 0.44839], [-1.23913, 2.60228, 1.43099], [-0.03741, -1.30855, -1.42319], [-4.54638, -1.05711, 0.63263]]}



Version B
{"formula": "C10H10N2O2", "method": "ωB97M-V/def2-TZVPD", "orbital_gap_ev": 8.99, "smiles": "O=c1cc[nH]c(=O)[nH]1.c1ccccc1", "lumo_energy_ev": 0.4, "homo_ev": -8.56, "multiplicity": 1, "elements": ["O", "C", "C", "C", "N", "C", "O", "N", "H", "H", "H", "H", "C", "C", "C", "C", "C", "C", "H", "H", "H", "H", "H", "H"], "positions_angstrom": [[4.30945, -1.25465, 0.81602], [3.48605, -0.48923, 0.33319], [3.71716, 0.90103, 0.07512], [2.74125, 1.62698, -0.51026], [1.47938, 1.14210, -0.75601], [1.15788, -0.18650, -0.51585], [0.04421, -0.61047, -0.79197], [2.18142, -0.90549, 0.05153], [4.69404, 1.31988, 0.26241], [2.82478, 2.65891, -0.78651], [0.78981, 1.67308, -1.26224], [1.97510, -1.85785, 0.23841], [-4.56674, -0.09221, -0.48671], [-4.13347, 0.90071, 0.47021], [-2.89897, 1.10821, 1.00010], [-2.03123, 0.15835, 0.77035], [-2.35055, -1.08867, 0.12799], [-3.66768, -1.23800, -0.52214], [-5.54414, 0.14649, -0.93774], [-4.77041, 1.72865, 0.74281], [-2.55460, 2.01288, 1.64184], [-1.15381, 0.09394, 1.36662], [-1.68960, -1.89968, -0.04409], [-3.74812, -2.21563, -0.93453]]}



Version C
{"formula": "C10H10N2O2", "method": "ωB97M-V/def2-TZVPD", "orbital_gap_ev": 8.31, "smiles": "O=c1cc[nH]c(=O)[nH]1.c1ccccc1", "lumo_energy_ev": 0.3, "homo_ev": -8.03, "multiplicity": 1, "elements": ["O", "C", "C", "C", "N", "C", "O", "N", "H", "H", "H", "H", "C", "C", "C", "C", "C", "C", "H", "H", "H", "H", "H", "H"], "positions_angstrom": [[-0.22480, -0.63592, -0.85227], [0.96632, -0.58472, -0.61694], [1.69125, -1.67988, 0.05049], [2.93225, -1.51119, 0.45678], [3.38618, -0.22432, 0.52736], [2.92965, 0.92607, -0.13637], [3.42473, 2.07289, -0.03296], [1.69772, 0.63114, -0.78806], [1.30589, -2.71827, -0.10806], [3.39942, -2.49765, 0.84545], [4.28651, 0.05038, 1.18006], [1.04386, 1.42757, -1.13091], [-1.94710, 1.33813, 0.97018], [-2.76675, 0.32532, 1.40467], [-3.01614, -0.77594, 0.54664], [-2.72116, -0.53349, -0.95626], [-1.84302, 0.53350, -1.31221], [-1.50729, 1.57081, -0.29862], [-1.77257, 2.25890, 1.57578], [-2.69431, 0.22563, 2.53378], [-3.25490, -1.75491, 0.79847], [-2.87059, -1.39199, -1.69289], [-1.56642, 0.53215, -2.34555], [-0.87871, 2.41579, -0.61858]]}



Version D
{"formula": "C10H10N2O2", "method": "ωB97M-V/def2-TZVPD", "orbital_gap_ev": 9.33, "smiles": "O=c1cc[nH]c(=O)[nH]1.c1ccccc1", "lumo_energy_ev": 0.4, "homo_ev": -8.91, "multiplicity": 1, "elements": ["O", "C", "C", "C", "N", "C", "O", "N", "H", "H", "H", "H", "C", "C", "C", "C", "C", "C", "H", "H", "H", "H", "H", "H"], "positions_angstrom": [[1.56338, -2.20271, -1.28266], [1.99192, -1.36692, -0.54104], [2.33153, -1.43795, 0.86233], [2.42477, -0.31187, 1.59405], [2.42838, 0.98646, 1.00400], [2.23664, 1.33230, -0.46190], [2.02850, 2.40820, -0.99925], [2.19181, -0.00320, -1.13327], [2.36441, -2.41305, 1.49484], [2.29849, -0.14243, 2.76310], [2.67530, 1.74978, 1.55988], [2.05965, -0.01552, -2.13388], [-2.41832, 0.09921, 1.47518], [-2.81701, -1.07906, 0.79332], [-3.37735, -1.09795, -0.48961], [-3.59270, 0.06803, -1.05783], [-3.00800, 1.26765, -0.54789], [-2.60822, 1.22578, 0.88731], [-2.02613, 0.00928, 2.40953], [-2.38327, -2.15964, 0.99721], [-3.52923, -2.00780, -1.04508], [-4.19886, 0.14364, -1.94177], [-3.38300, 2.02402, -1.22573], [-1.93334, 2.08966, 1.19857]]}



version A comes first in stability; the runner-up is 37.8 kcal/mol higher.



Version A
{"formula": "C2H4NO3P", "method": "ωB97M-V/def2-TZVPD", "orbital_gap_ev": 6.26, "smiles": "[O-]N1C[C@@H]1P([O-])O", "lumo_energy_ev": 7.5, "charge": -2, "homo_ev": 1.26, "multiplicity": 1, "elements": ["O", "N", "C", "C", "P", "O", "O", "H", "H", "H", "H"], "positions_angstrom": [[2.01610, -1.04134, -0.84475], [0.90179, -0.73097, 0.00569], [1.15830, 0.68068, 0.69939], [0.16547, 0.45026, -0.32195], [-1.74152, 0.41259, 0.16904], [-2.58322, 0.64235, -1.05786], [-1.79963, -1.36085, 0.41414], [2.17727, 1.01190, 0.50399], [0.67150, 0.73617, 1.70253], [-0.02200, 0.85143, -1.37289], [-0.94404, -1.65222, 0.10266]]}



Version B
{"formula": "C2H4NO3P", "method": "ωB97M-V/def2-TZVPD", "orbital_gap_ev": 5.93, "smiles": "C/N=C/P(=O)([O-])[O-]", "lumo_energy_ev": 6.5, "charge": -2, "homo_ev": 0.61, "multiplicity": 1, "elements": ["C", "N", "C", "P", "O", "O", "O", "H", "H", "H", "H"], "positions_angstrom": [[0.63180, 0.28604, -0.02250], [-0.45719, -0.37597, -0.63728], [-0.25895, -1.46957, -1.16642], [-1.25584, -3.34219, -1.76972], [-2.71539, -3.11291, -2.03783], [-1.00457, -4.21647, -0.47971], [-0.43047, -3.69088, -2.94381], [0.66885, 1.38124, -0.20878], [1.61072, -0.05838, -0.52426], [0.55850, 0.13419, 1.12394], [0.89049, -1.74816, -1.01428]]}



version B comes first in stability; the runner-up is 84.2 kcal/mol higher.



Version A
{"formula": "C6H10N", "method": "ωB97M-V/def2-TZVPD", "orbital_gap_ev": 9.23, "smiles": "C=C(C)C[N+]#CC", "lumo_energy_ev": -4.4, "charge": 1, "homo_ev": -13.65, "multiplicity": 1, "elements": ["C", "C", "C", "C", "N", "C", "C", "H", "H", "H", "H", "H", "H", "H", "H", "H", "H"], "positions_angstrom": [[2.22637, 1.13534, -0.35041], [1.40925, 0.13642, 0.01316], [1.51627, -0.78664, 1.22581], [0.09598, -0.26818, -0.96308], [-1.16613, -0.28470, -0.35036], [-2.01451, -0.23607, 0.44289], [-3.28506, -0.43382, 1.00473], [2.25204, 1.82000, -1.16368], [3.20652, 1.34916, 0.24918], [1.70422, -1.82288, 0.74875], [0.57301, -0.69670, 1.73264], [2.25983, -0.45762, 1.94475], [0.50693, -1.20584, -1.27007], [0.03710, 0.51645, -1.75323], [-3.86208, -0.71888, 0.18231], [-3.25761, -1.30306, 1.72798], [-3.57636, 0.29005, 1.73032]]}



Version B
{"formula": "C6H10N", "method": "ωB97M-V/def2-TZVPD", "orbital_gap_ev": 10.29, "smiles": "C#[N+][C@H](C=C)CC", "lumo_energy_ev": -4.5, "charge": 1, "homo_ev": -14.78, "multiplicity": 1, "elements": ["C", "N", "C", "C", "C", "C", "C", "H", "H", "H", "H", "H", "H", "H", "H", "H", "H"], "positions_angstrom": [[0.57004, -2.80136, 0.64484], [0.47887, -1.66236, 0.47061], [0.38349, -0.31671, 0.47215], [-0.65601, 0.02564, 1.97507], [-1.17108, 1.18531, 2.03746], [-0.30143, 0.28451, -0.80388], [0.67824, 0.11449, -2.01996], [0.35197, -3.89770, 0.71453], [1.40880, -0.12089, 0.77117], [-0.59857, -0.80397, 2.63538], [-1.72735, 1.39931, 2.94453], [-1.13090, 1.97204, 1.25037], [-1.23015, -0.22986, -1.01487], [-0.53980, 1.34284, -0.71101], [1.55933, 0.63281, -2.05269], [0.88632, -0.98956, -2.13902], [0.21791, 0.42599, -2.91674]]}



Version C
{"formula": "C6H10N", "method": "ωB97M-V/def2-TZVPD", "orbital_gap_ev": 9.24, "smiles": "C=C1C[N+](=C)[C@H]1C", "lumo_energy_ev": -4.9, "charge": 1, "homo_ev": -14.18, "multiplicity": 1, "elements": ["C", "C", "C", "N", "C", "C", "C", "H", "H", "H", "H", "H", "H", "H", "H", "H", "H"], "positions_angstrom": [[-0.63020, 2.15297, -1.08598], [-0.51584, 0.92967, -0.68014], [-0.85730, -0.41732, -1.19775], [-0.50671, -1.03298, 0.00278], [-0.51650, -2.23582, 0.36347], [-0.08815, 0.21734, 0.62585], [1.38353, 0.29653, 1.10533], [-0.13192, 2.91798, -0.51032], [-0.95005, 2.36890, -2.19982], [-1.97951, -0.51225, -1.33152], [-0.41223, -0.73510, -2.16187], [-0.23433, -2.54852, 1.47532], [-0.73040, -3.17431, -0.16505], [-0.75471, 0.48437, 1.42175], [2.29073, -0.08223, 0.47883], [1.51592, -0.24168, 2.04931], [1.55736, 1.37508, 0.90106]]}



Version D
{"formula": "C6H10N", "method": "ωB97M-V/def2-TZVPD", "orbital_gap_ev": 8.74, "lumo_energy_ev": -4.6, "charge": 1, "homo_ev": -13.38, "multiplicity": 1, "elements": ["C", "C", "C", "C", "C", "C", "N", "H", "H", "H", "H", "H", "H", "H", "H", "H", "H"], "positions_angstrom": [[-0.27234, -1.10010, -1.50941], [0.76847, -0.20543, -1.10959], [-1.47738, -1.19658, -0.62299], [-0.95410, 0.15865, -0.86523], [1.05319, 1.65657, 0.36605], [0.53614, -0.42805, 1.45732], [0.56428, 0.30300, 0.21417], [-0.29191, -1.39595, -2.54624], [-2.39665, -1.41995, -1.15309], [-1.47546, -1.62634, 0.36907], [-1.33084, 1.10158, -1.20142], [0.38599, 2.24143, 1.00071], [2.03422, 1.63053, 0.84054], [1.15279, 2.13007, -0.60995], [0.08399, 0.17541, 2.24530], [0.04271, -1.39338, 1.39493], [1.57689, -0.63146, 1.72981]]}



version A comes first in stability; the runner-up is 7.6 kcal/mol higher.